# 1
Entry from OMol25: C5H5N as an isolated structure in a non-equilibrium geometry (ωB97M-V with the def2-TZVPD basis set).

Positions of all 11 atoms, in Å:
C 2.55064 0.08965 0.00033
C -1.35209 -1.13518 -0.00546
C 0.10413 0.11995 -0.01451
C 1.34137 0.79527 -0.00080
C -1.34274 0.38869 -0.01044
N 3.54274 -0.48790 0.00842
H -1.36559 -1.65673 0.93105
H 1.36000 1.87477 0.01726
H -1.74716 0.84624 0.88990
H -1.32959 -1.69312 -0.91780
H -1.76170 0.85835 -0.89795

- LUMO energy (eV) = 0.4
- orbital gap (eV) = 10.1
- total energy (eV) = -6752.005


# 2
Entry from OMol25: a 3-piece molecular cluster, C2H7OS2 overall in a non-equilibrium geometry (ωB97M-V with the def2-TZVPD basis set).

Positions of all 12 atoms, in Å:
C 0.72247 -0.89283 1.64270
O 1.12178 -0.89653 2.78177
H 0.07376 -1.73082 1.31840
H 3.65328 2.11865 0.17235
H 0.94251 -0.12002 0.90072
C -2.28314 0.00969 -1.07798
S -0.71723 0.96637 -1.28867
S 0.64162 -0.36782 -2.10792
H -2.57125 -0.31712 -2.07579
H -2.99371 0.57236 -0.47397
H -2.14688 -0.91010 -0.49268
H 3.55679 1.56817 0.70107

- charge = -1
- LUMO energy (eV) = 3.7
- orbital gap (eV) = 6.1
- total energy (eV) = -25905.219


# 3
Entry from OMol25: a 2-piece molecular cluster, C5H13NO overall in a non-equilibrium geometry (ωB97M-V with the def2-TZVPD basis set).

Positions of all 20 atoms, in Å:
C 1.14627 -1.43941 0.46009
C 2.01038 1.01240 -0.09485
C -2.14856 -0.53878 -1.53207
C -1.07833 1.05315 1.38914
C 1.31022 -0.19339 -0.45141
N -1.48226 0.41539 -0.71325
O -1.76050 0.16948 0.62472
H 0.13611 -1.59082 0.67206
H 1.62167 -2.34125 -0.11893
H 1.78361 -1.21225 1.28900
H 1.44395 1.81848 -0.35409
H 3.06980 1.00453 -0.64086
H 2.43131 1.19259 0.93588
H -1.60151 -1.44019 -1.57409
H -3.12482 -0.97692 -1.11044
H -2.37669 -0.08766 -2.43167
H -1.69005 1.11432 2.41495
H -0.59971 1.92322 0.92562
H -0.13903 0.55509 1.82181
H 1.04814 -0.43800 -1.51161

- LUMO energy (spin up / spin down) (eV) = 0.6 / 1.1
- orbital gap (spin up / spin down) (eV) = 7.8 / 9.5
- total energy (eV) = -8927.043


# 4
Entry from OMol25: C4F12KO12S4 as an isolated structure in a non-equilibrium geometry (ωB97M-V with the def2-TZVPD basis set).

Positions of all 33 atoms, in Å:
K -0.34395 -0.58670 0.17166
C 4.10650 -1.74888 2.74357
F 4.82369 -2.62733 3.47157
F 3.47709 -0.97849 3.63136
F 4.98386 -1.06409 2.02423
S 2.88349 -2.63268 1.60774
O 1.76834 -1.68135 1.40804
O 3.66407 -2.88275 0.41685
O 2.49096 -3.77545 2.42472
C -4.93062 -0.86792 1.27594
F -4.65859 -0.71660 -0.01104
F -4.86423 0.33075 1.85988
F -6.18896 -1.32222 1.39993
S -3.65119 -2.05790 2.04922
O -3.87639 -3.33480 1.37058
O -2.35083 -1.45713 1.71845
O -3.98502 -2.01798 3.46151
C -1.73961 2.86389 -2.52810
F -2.23162 3.98030 -3.11423
F -1.01548 2.20376 -3.42730
F -0.93148 3.25786 -1.52725
S -3.15072 1.81817 -1.81868
O -3.80033 2.70041 -0.86578
O -3.96318 1.51300 -2.99403
O -2.42689 0.68250 -1.27621
C 3.80097 1.79717 -1.20403
F 3.35283 3.05608 -1.18019
F 5.02602 1.84270 -1.70453
F 3.86508 1.38085 0.05559
S 2.61901 0.71220 -2.20259
O 2.36222 1.52205 -3.37915
O 3.42638 -0.46281 -2.50518
O 1.45859 0.55339 -1.35253

- charge = -3
- LUMO energy (eV) = 6.5
- orbital gap (eV) = 8.6
- total energy (eV) = -120998.957


# 5
Entry from OMol25: a 7-piece molecular cluster, C38H33N7O12 overall in a non-equilibrium geometry (ωB97M-V with the def2-TZVPD basis set).

Positions of all 90 atoms, in Å:
C -4.38784 3.65486 -4.03071
C -5.70641 3.17724 -3.64701
N -6.74891 2.78704 -3.37067
H -4.15428 3.17115 -4.98540
H -3.53306 3.52150 -3.37651
H -4.39316 4.70719 -4.32161
C -4.09210 1.80456 3.94881
C -3.77968 2.87392 3.14578
C -2.45716 3.24765 3.04014
C -1.43984 2.55868 3.69985
C -1.77972 1.38602 4.39616
C -3.09529 1.01828 4.54178
N -0.10674 3.06689 3.73497
O 0.71715 2.47950 4.42233
O 0.18575 4.02257 3.04437
H -5.14445 1.67697 4.17830
H -4.57554 3.49875 2.76696
H -2.11615 4.13076 2.50738
H -1.06836 0.74463 4.89948
H -3.33883 0.17832 5.17538
C 1.47018 -0.35802 -4.81293
C 1.58903 -0.07866 -6.16457
C 0.71131 0.84859 -6.74711
C -0.20384 1.56212 -6.00187
C -0.22016 1.36648 -4.60929
C 0.59261 0.42845 -4.05667
N -1.25900 2.40236 -6.58652
O -1.68308 2.06777 -7.66860
O -1.60369 3.36490 -5.92859
H 2.11231 -1.07255 -4.31726
H 2.20645 -0.68960 -6.80731
H 0.76519 1.01911 -7.81589
H -0.94369 1.89342 -4.00602
H 0.61460 0.30581 -2.97931
C 3.59427 -3.11203 3.70038
C 3.61227 -1.99934 2.86945
C 4.71970 -1.68189 2.11591
C 5.85072 -2.48999 2.17682
C 5.83293 -3.62729 2.97416
C 4.73036 -3.90606 3.76860
N 6.95776 -2.20971 1.25066
O 6.68575 -1.56917 0.25766
O 8.02712 -2.72447 1.48682
H 2.66717 -3.35019 4.20451
H 2.71612 -1.39422 2.82547
H 4.64592 -0.70233 1.66102
H 6.73471 -4.22101 3.04206
H 4.69073 -4.79332 4.38619
C 0.13374 -0.91715 1.14351
C 0.22760 0.46678 1.25036
C -0.68526 1.30248 0.61974
C -1.57124 0.77374 -0.30963
C -1.60365 -0.60124 -0.49809
C -0.78963 -1.43156 0.24396
N -2.43479 1.64081 -1.10140
O -3.14193 2.46734 -0.57085
O -2.37058 1.46416 -2.30513
H 0.74708 -1.53917 1.77852
H 0.94941 0.84011 1.96835
H -0.54119 2.35640 0.81689
H -2.32162 -0.99241 -1.20888
H -0.82505 -2.50714 0.11936
C 1.97631 3.28067 -1.00551
C 1.62683 3.94046 0.18458
C 0.38845 4.57418 0.21350
C -0.48628 4.54201 -0.84885
C -0.13974 3.81301 -1.96256
C 1.06298 3.11048 -2.05834
N -1.78869 5.21407 -0.82173
O -2.52633 5.18717 -1.76584
O -2.06751 5.73026 0.24277
H 2.92436 2.75560 -1.03145
H 2.32582 4.11365 0.98719
H 0.12521 5.24983 1.01620
H -0.66301 3.88699 -2.91136
H 1.37173 2.57095 -2.93550
C -1.09766 -7.01093 3.22363
C -1.76545 -6.11095 2.43264
C -1.14714 -5.64373 1.28055
C 0.07624 -6.18985 0.88805
C 0.63138 -7.24261 1.63191
C 0.06260 -7.64829 2.82741
N 0.69731 -5.72760 -0.34573
O 0.21908 -4.72070 -0.83401
O 1.55463 -6.38452 -0.86900
H -1.53311 -7.18022 4.20426
H -2.68770 -5.64896 2.75545
H -1.58939 -4.82778 0.72756
H 1.59622 -7.60299 1.29524
H 0.48083 -8.33904 3.54471

- LUMO energy (eV) = -1.0
- orbital gap (eV) = 9.1
- SMILES = O=[N+]([O-])c1ccccc1.O=[N+]([O-])c1ccccc1.O=[N+]([O-])c1ccccc1.O=[N+]([O-])c1ccccc1.O=[N+]([O-])c1ccccc1.O=[N+]([O-])c1ccccc1.CC#N
- total energy (eV) = -74924.135


# 6
Entry from OMol25: C47H35AsN8O10ReSSe as an isolated structure in a non-equilibrium geometry (ωB97M-V with the def2-TZVPD basis set).

Positions of all 104 atoms, in Å:
Re 0.39177 0.10092 -1.52496
C 3.51298 -2.47972 -0.49385
C 3.09180 -1.74683 -1.74793
C 3.87729 -2.26947 -2.94674
O 1.66976 -1.91142 -2.01371
C 3.33359 -0.25316 -1.58211
O 4.34480 0.23877 -1.18797
O 2.28502 0.51048 -1.97531
H 3.38301 -3.55632 -0.61610
H 2.94390 -2.13738 0.36610
H 4.56202 -2.27256 -0.29387
H 3.73320 -3.34539 -3.03973
H 4.93580 -2.06754 -2.78987
H 3.56954 -1.81045 -3.88260
H 1.26130 -2.36883 -1.26221
S -5.79727 4.38835 -1.79890
N -5.66350 2.79288 -1.62047
C -4.36739 2.51854 -1.66038
C -3.78406 1.19238 -1.54185
C -4.50932 0.00650 -1.41051
C -3.82338 -1.18777 -1.32327
C -2.43196 -1.18120 -1.34383
N -1.72697 -0.05163 -1.43813
C -2.39743 1.11681 -1.56354
C -1.57221 2.27804 -1.79127
N -0.24566 2.02838 -1.91474
C 0.57722 3.04074 -2.18865
C 0.10587 4.34020 -2.36621
C -1.23408 4.60403 -2.22237
C -2.10555 3.54542 -1.93879
C -3.55210 3.66167 -1.83397
N -4.24297 4.78760 -1.93322
H -5.59120 0.04281 -1.39197
H -4.34050 -2.13299 -1.23054
H -1.85844 -2.09074 -1.29947
H 1.62430 2.79422 -2.29174
H 0.81367 5.12512 -2.58781
H -1.63080 5.60387 -2.33962
Se 1.89921 0.29084 -4.48890
N 0.30987 -0.07484 -3.64565
C -0.65574 0.01451 -4.58850
C -2.04794 -0.25441 -4.44908
C -2.86271 -0.10386 -5.52764
C -2.38864 0.30067 -6.81347
C -1.07172 0.52247 -7.00905
C -0.17774 0.37142 -5.90213
N 1.12246 0.54671 -6.01982
H -2.45530 -0.62897 -3.53183
H -3.91724 -0.32210 -5.41556
H -3.08972 0.39506 -7.63054
H -0.66048 0.78742 -7.97270
O 0.12060 -1.41235 -0.13366
As -0.53459 -1.31017 1.48964
C -1.29689 0.35699 2.01676
C -2.61693 0.63845 1.68113
C -3.17642 1.85595 2.04417
C -2.42182 2.78425 2.74605
C -1.10929 2.49397 3.09935
C -0.54517 1.28332 2.73786
C 0.72249 -1.90869 2.77575
C 1.55880 -2.97193 2.45216
C 2.40085 -3.49949 3.41723
C 2.39798 -2.97431 4.70137
C 1.52940 -1.94389 5.03436
C 0.67884 -1.41057 4.07717
C -1.91949 -2.62795 1.53405
C -1.78703 -3.77041 0.74480
C -2.74944 -4.76513 0.80507
C -3.83836 -4.62579 1.65775
C -3.95358 -3.50354 2.46464
C -2.99202 -2.50305 2.41096
H -3.22180 -0.09508 1.16648
H -4.21024 2.06711 1.80015
H -2.85894 3.73136 3.03258
H -0.52339 3.21424 3.65520
H 0.47858 1.06778 3.01132
H 1.52795 -3.41573 1.46710
H 3.06045 -4.31898 3.16748
H 3.06408 -3.38133 5.44997
H 1.50473 -1.56003 6.04512
H -0.01663 -0.63115 4.35892
H -0.93056 -3.88951 0.09068
H -2.64606 -5.65409 0.19746
H -4.58661 -5.40509 1.70819
H -4.78803 -3.40880 3.14607
H -3.08016 -1.64353 3.06347
O 1.20430 2.97914 0.34004
C 1.56047 1.88098 0.69738
O 1.03057 0.72990 0.28752
C 2.59220 1.71829 1.76829
C 3.29870 0.53751 1.94946
C 4.26135 0.49008 2.93735
C 4.52509 1.54725 3.78527
C 3.77691 2.69199 3.59264
C 2.83404 2.81181 2.59353
N 3.98835 3.83579 4.50919
O 4.96086 3.79586 5.22353
O 3.16249 4.72243 4.47371
N 5.04887 -0.75315 3.09453
O 5.85902 -0.79102 3.98704
O 4.81089 -1.65654 2.31578
H 3.12223 -0.32780 1.33288
H 5.28239 1.48780 4.55323
H 2.29360 3.73757 2.45881

- expectation value of S² = 0.756
- multiplicity = 2
- charge = +2
- LUMO energy (spin up / spin down) (eV) = -6.8 / -7.1
- orbital gap (spin up / spin down) (eV) = 7.0 / 6.5
- total energy (eV) = -220836.296